(1)
ORCA calculation (wB97M-V/def2-TZVPD) on one molecule with the formula C5H6O2.

Geometry (Å):
C -1.258 0.975 0.138
C -0.690 -0.427 0.381
O -1.647 -1.413 0.117
C 0.516 -0.652 -0.521
O 0.433 -1.358 -1.506
C 1.770 -0.032 -0.124
C 2.821 0.409 0.263
H -2.129 1.137 0.779
H -1.574 1.075 -0.905
H -0.512 1.744 0.366
H -0.347 -0.495 1.426
H -1.251 -1.999 -0.548
H 3.764 0.793 0.590

Force components x, y, z for each atom (eV/Å):
C 0.0 0.1 0.0
C 0.2 0.2 0.1
O 0.0 -0.1 -0.1
C 0.0 -0.3 -0.3
O 0.1 0.2 0.5
C 0.5 0.3 0.2
C -0.4 -0.1 -0.2
H 0.2 -0.1 -0.1
H 0.1 0.0 0.1
H -0.1 -0.1 0.0
H 0.0 0.0 -0.1
H -0.2 0.1 0.0
H -0.2 0.0 -0.1

* total energy: -344.52189 Eh
* ΔE to the lowest compared entry with this formula, charge and spin: 50.2 kcal/mol
* LUMO: -0.06 eV


(2)
ORCA calculation (wB97M-V/def2-TZVPD) on one molecule with the formula C4H7NO.

Geometry (Å):
C -0.896 -1.120 -0.308
C -0.022 0.115 -0.230
C 1.401 -0.004 -0.738
O -0.166 1.421 2.026
C -0.317 1.114 0.732
N -0.760 1.524 -0.362
H -0.418 -1.947 0.233
H -1.869 -0.934 0.159
H -1.063 -1.444 -1.340
H 2.062 0.677 -0.191
H 1.484 0.215 -1.807
H 1.770 -1.023 -0.567
H -1.036 1.444 2.441

Force components x, y, z for each atom (eV/Å):
C 0.0 0.0 0.0
C 0.2 -0.3 0.1
C 0.0 0.0 -0.1
O -0.2 0.1 0.2
C -0.1 -0.1 -0.4
N 0.3 -0.3 0.5
H -0.1 0.1 -0.1
H 0.1 0.0 -0.1
H 0.1 0.1 0.1
H -0.1 -0.1 -0.2
H -0.1 -0.1 0.1
H -0.1 0.2 -0.1
H 0.0 0.3 0.1

* total energy: -286.53637 Eh
* ΔE to the lowest compared entry with this formula, charge and spin: 59.8 kcal/mol
* LUMO: 0.56 eV


(3)
ORCA calculation (wB97M-V/def2-TZVPD) on one molecule with the formula C20H25ClO at a distorted geometry.

Geometry (Å):
Cl 6.266 -3.236 0.254
O 0.123 -3.060 -1.745
C 4.528 -1.265 -0.538
C 3.600 -2.939 0.921
C 3.278 -0.640 -0.629
C 2.379 -2.235 0.934
C 0.587 0.500 0.983
C -1.594 0.837 0.022
C 4.685 -2.433 0.206
C 2.159 -1.131 0.078
C 0.897 -0.448 -0.010
C -0.033 -0.721 -1.036
C -1.296 -0.016 -1.039
C -0.675 1.112 1.067
C 0.393 -1.730 -2.101
C -2.020 0.457 -3.461
C -2.944 -1.573 -2.202
C -0.652 3.500 1.522
C -0.146 1.980 3.487
C -2.384 2.179 2.684
C -2.406 -0.131 -2.091
C -0.967 2.156 2.190
H 0.378 -3.218 -0.804
H 5.351 -0.869 -1.069
H 3.712 -3.844 1.507
H 3.204 0.270 -1.211
H 1.545 -2.647 1.520
H 1.321 0.666 1.739
H -2.573 1.325 0.103
H -0.005 -1.519 -3.096
H 1.472 -1.656 -2.259
H -1.570 1.474 -3.404
H -1.268 -0.197 -3.947
H -2.881 0.523 -4.135
H -3.900 -1.510 -2.725
H -3.153 -1.996 -1.212
H -2.280 -2.303 -2.729
H 0.331 3.493 1.139
H -1.356 3.614 0.697
H -0.765 4.324 2.230
H -0.403 1.074 4.001
H 0.932 1.996 3.262
H -0.302 2.819 4.165
H -2.496 2.861 3.515
H -3.098 2.532 1.940
H -2.743 1.163 3.001
H -3.231 0.462 -1.729

Force components x, y, z for each atom (eV/Å):
Cl -0.9 0.4 0.0
O -0.4 -1.0 1.0
C -1.1 -0.5 0.4
C 0.0 0.6 0.2
C 0.3 -0.7 0.7
C -0.1 -0.4 -0.9
C -1.2 -0.4 -0.3
C 0.6 0.4 1.2
C -0.2 0.1 0.0
C 2.7 -0.9 0.4
C -2.5 1.2 0.0
C -0.6 0.8 -0.3
C 0.5 -0.2 0.2
C 0.4 -0.4 0.0
C 0.6 0.8 0.2
C 0.8 0.0 -0.2
C 0.1 -0.3 -0.3
C -1.2 -0.1 0.6
C 1.2 0.5 -1.1
C -1.6 -1.2 -0.4
C 0.9 -0.7 -0.2
C 0.6 -0.1 -0.1
H -0.2 0.4 -1.2
H 0.8 0.4 -0.5
H 0.0 0.1 0.0
H -0.2 -0.1 -0.1
H 0.4 0.3 -0.2
H 0.4 0.2 0.4
H 0.3 -0.3 -0.3
H -0.5 -0.3 0.3
H 0.1 0.3 0.1
H -0.3 -0.6 0.2
H -0.4 0.4 0.1
H 0.0 -0.1 0.2
H 0.0 -0.3 -0.2
H 0.1 0.2 -0.1
H -0.4 0.8 0.4
H 1.2 0.1 -0.5
H 0.1 0.3 -0.1
H -0.1 0.1 -0.1
H -0.1 -0.5 0.2
H -0.2 -0.2 0.2
H -0.2 0.0 -0.1
H 0.1 0.1 0.3
H 0.0 0.0 -0.2
H 0.4 0.8 -0.1
H -0.3 0.3 0.3

* total energy: -1312.52726 Eh
* ΔE to the lowest compared entry with this formula, charge and spin: 0.0 kcal/mol
* LUMO: 0.65 eV


(4)
ORCA calculation (wB97M-V/def2-TZVPD) on C17H29GeKN2O2SSe as an isolated structure.

Geometry (Å):
K 0.698 -0.378 -2.590
C 5.215 -0.962 -1.320
C 3.712 -0.966 -1.090
O 2.998 -0.958 -2.092
C 3.205 -1.002 0.280
C 4.137 -1.090 1.341
C 3.768 -1.224 2.653
C 2.396 -1.313 2.957
C 1.456 -1.222 1.973
C 1.792 -1.011 0.590
O 0.861 -0.819 -0.250
H 5.387 -0.895 -2.390
H 5.670 -1.876 -0.938
H 5.697 -0.119 -0.823
H 5.194 -1.059 1.110
H 4.514 -1.288 3.433
H 2.083 -1.454 3.986
H 0.397 -1.284 2.200
C -2.950 -3.309 -1.046
Ge -3.779 -1.608 -0.566
C -2.571 -0.592 0.585
C -5.474 -1.915 0.366
C -4.189 -0.647 -2.242
Se -2.621 -0.055 -3.245
C -2.143 1.482 -2.140
H -2.739 -3.892 -0.149
H -2.010 -3.138 -1.570
H -3.607 -3.895 -1.690
H -2.511 -1.094 1.553
H -2.938 0.422 0.755
H -1.560 -0.552 0.178
H -5.301 -2.489 1.278
H -6.169 -2.473 -0.261
H -5.943 -0.970 0.643
H -4.818 0.230 -2.090
H -4.725 -1.314 -2.919
H -3.037 1.794 -1.605
H -1.793 2.285 -2.783
H -1.368 1.222 -1.424
S 1.412 2.792 -2.559
C 1.216 2.808 -0.875
N 2.091 2.232 -0.049
C 1.915 2.173 1.396
C 0.430 2.110 1.710
C -0.251 3.310 1.077
N 0.146 3.410 -0.323
H 2.802 1.668 -0.484
H 2.365 3.058 1.860
H 2.436 1.292 1.766
H 0.270 2.111 2.788
H 0.023 1.184 1.298
H 0.014 4.228 1.610
H -1.337 3.205 1.115
H -0.469 3.850 -0.986

Force components x, y, z for each atom (eV/Å):
K -0.4 0.2 -0.6
C 0.0 0.0 0.0
C 0.1 0.0 0.0
O 0.3 -0.1 0.1
C 0.0 0.0 0.0
C 0.0 0.0 0.0
C 0.0 0.0 0.0
C 0.0 0.0 0.0
C 0.0 0.0 0.0
C 0.0 0.0 0.1
O 0.0 -0.1 0.3
H 0.0 0.0 0.0
H 0.0 0.0 0.0
H 0.0 0.0 0.0
H 0.0 0.0 0.0
H 0.0 0.0 0.0
H 0.0 0.0 0.0
H 0.0 0.0 0.0
C 0.0 0.0 0.0
Ge 0.0 0.0 0.0
C 0.0 0.0 0.0
C 0.0 0.0 0.0
C 0.1 0.0 0.1
Se -0.1 0.1 -0.1
C -0.1 -0.1 0.1
H 0.0 0.0 0.0
H 0.0 0.0 0.0
H 0.0 0.0 0.0
H 0.0 0.0 0.0
H 0.0 0.0 0.0
H 0.0 0.0 0.0
H 0.0 0.0 0.0
H 0.0 0.0 0.0
H 0.0 0.0 0.0
H 0.0 0.0 0.0
H 0.0 0.0 0.0
H 0.0 0.0 0.0
H 0.0 0.0 0.0
H 0.0 0.1 0.1
S 0.0 0.0 0.0
C -0.1 -0.1 0.0
N 0.0 0.0 0.0
C 0.0 0.0 0.0
C 0.0 0.0 0.0
C 0.0 0.0 0.0
N 0.0 0.0 0.0
H 0.0 0.0 0.0
H 0.0 0.0 0.0
H 0.0 0.0 0.0
H 0.0 0.0 0.0
H 0.0 0.0 0.0
H 0.0 0.0 0.0
H 0.0 0.0 0.0
H 0.0 0.0 0.0

* total energy: -6401.71754 Eh
* ΔE to the lowest compared entry with this formula, charge and spin: 0.0 kcal/mol
* LUMO: 0.28 eV